[1]
C23H22BMoN17O2S | ωB97M-V/def2-TZVPD

## Properties
HOMO level (spin up / spin down) (eV): -8.58 / -8.71
LUMO level (spin up / spin down) (eV): -0.25 / -1.28
Molar mass (g mol⁻¹): 707.365
2S+1: 3
ΔE to the lowest compared entry with this formula, charge and spin (kcal/mol): 6.07
Orbital gap (spin up / spin down) (Ha): 0.3060 / 0.2731
Net charge: 0

```
67
Properties=species:S:1:pos:R:3:forces:R:3
Mo -0.623 -1.318 0.021 -0.136 -0.102 -0.260
C -0.569 2.849 1.443 -0.008 -0.003 -0.036
C -0.389 1.484 1.636 -0.043 0.073 0.006
N -0.759 0.812 0.542 -0.028 -0.008 -0.045
N -1.162 1.730 -0.365 -0.007 -0.059 0.034
C -1.064 2.955 0.156 0.025 -0.036 0.066
B -1.722 1.291 -1.729 0.027 0.006 0.035
N -2.888 0.332 -1.465 -0.013 0.018 0.066
C -4.161 0.421 -1.859 -0.002 0.011 -0.017
C -4.821 -0.726 -1.467 -0.001 -0.028 -0.042
C -3.851 -1.484 -0.823 0.013 0.044 0.053
N -2.679 -0.836 -0.815 0.014 -0.068 -0.114
N -0.684 0.467 -2.505 -0.038 0.048 -0.015
C -0.344 0.572 -3.794 0.063 -0.012 -0.028
C 0.331 -0.571 -4.173 -0.094 0.019 0.010
C 0.347 -1.366 -3.034 0.072 0.031 -0.013
N -0.269 -0.736 -2.031 0.017 0.019 0.036
H -0.368 3.641 2.142 0.000 -0.004 -0.011
H -0.028 0.968 2.509 -0.009 0.007 -0.017
H -1.351 3.815 -0.426 0.002 0.004 0.007
H -2.072 2.243 -2.364 0.003 0.012 0.005
H -4.502 1.292 -2.392 -0.001 -0.005 0.008
H -5.853 -0.984 -1.622 0.008 0.003 0.001
H -3.976 -2.449 -0.372 0.035 -0.046 0.046
H -0.616 1.454 -4.351 0.006 -0.001 0.000
H 0.762 -0.799 -5.131 -0.009 0.004 0.002
H 0.815 -2.321 -2.874 0.002 0.008 0.012
C 2.395 5.611 0.218 0.002 0.006 -0.008
C 2.503 4.122 0.042 0.000 0.015 -0.010
C 1.989 3.492 -1.086 -0.008 -0.054 0.004
C 2.077 2.116 -1.241 0.013 0.020 -0.016
C 2.690 1.360 -0.255 -0.029 -0.005 -0.034
C 3.228 1.971 0.871 -0.010 -0.034 0.018
C 3.127 3.342 1.014 0.022 0.042 0.015
S 2.820 -0.393 -0.469 0.002 0.023 0.008
O 2.676 -0.652 -1.864 -0.005 -0.017 0.000
O 3.995 -0.819 0.234 -0.006 -0.016 0.035
N 1.506 -0.994 0.311 0.100 0.012 0.011
C 1.493 -1.164 1.669 -0.027 0.031 0.017
C 2.487 -1.081 2.655 -0.003 -0.026 -0.060
C 2.100 -1.278 3.961 -0.038 -0.012 0.053
C 0.770 -1.555 4.293 0.023 -0.006 -0.010
C -0.150 -1.642 3.279 0.025 -0.049 -0.047
N 0.220 -1.447 2.005 0.101 0.003 0.019
H 1.936 6.081 -0.651 0.003 -0.001 0.002
H 3.378 6.060 0.367 -0.003 -0.001 0.000
H 1.791 5.857 1.094 -0.003 -0.002 0.001
H 1.516 4.087 -1.859 0.006 0.002 -0.008
H 1.699 1.627 -2.130 0.019 0.024 0.041
H 3.745 1.378 1.612 0.012 -0.020 0.009
H 3.557 3.821 1.886 -0.013 -0.001 0.003
H 3.511 -0.903 2.382 0.044 0.017 -0.013
H 2.847 -1.225 4.743 -0.001 0.003 -0.003
H 0.464 -1.716 5.315 0.002 0.004 0.001
H -1.195 -1.855 3.446 0.004 0.015 0.023
N -1.912 -4.662 -0.016 0.171 0.020 0.009
C -2.441 -3.774 0.879 0.045 -0.082 -0.003
N -3.477 -4.015 1.655 -0.033 0.018 0.008
N -3.680 -2.857 2.320 -0.009 -0.009 -0.021
N -2.833 -1.968 1.968 -0.012 0.041 0.026
N -2.000 -2.523 1.042 -0.038 0.100 0.024
C -0.642 -4.468 -0.521 -0.060 -0.034 0.080
N 0.105 -5.425 -1.013 -0.036 0.026 -0.045
N 1.243 -4.798 -1.387 -0.013 0.001 0.025
N 1.193 -3.551 -1.126 0.014 -0.035 0.089
N -0.025 -3.278 -0.562 -0.156 0.037 -0.029
H -2.216 -5.620 0.064 0.002 0.006 -0.003
```
Positions in Å, forces in eV/Å.

[2]
C23H22BrCoN5O | ωB97M-V/def2-TZVPD

## Properties
HOMO level (spin up / spin down) (eV): -18.64 / -18.64
LUMO level (spin up / spin down) (eV): -11.53 / -11.41
Molar mass (g mol⁻¹): 523.300
ΔE to the lowest compared entry with this formula, charge and spin (kcal/mol): 33.18
Orbital gap (spin up / spin down) (Ha): 0.2613 / 0.2660
Net charge: +3

```
53
Properties=species:S:1:pos:R:3:forces:R:3
Co 0.010 -0.087 -0.051 -2.214 1.717 1.891
C -0.881 -1.140 2.606 0.161 -0.206 0.284
N -1.346 -0.082 1.676 1.128 -0.220 -1.183
C -2.755 -0.274 1.248 -0.299 -0.042 -0.252
C -2.891 -0.465 -0.232 -0.217 -0.052 0.099
C -4.143 -0.610 -0.808 0.101 0.078 -0.026
C -4.237 -0.817 -2.173 -0.022 -0.026 0.002
C -3.071 -0.900 -2.927 0.041 0.064 0.072
C -1.860 -0.750 -2.289 -0.237 -0.145 -0.266
N -1.774 -0.522 -0.964 1.428 -0.418 -0.084
C -1.150 1.272 2.240 0.018 0.335 0.091
C 0.290 1.673 2.212 -0.069 0.081 0.256
C 0.855 2.549 3.121 -0.002 -0.078 -0.093
C 2.171 2.950 2.933 0.079 0.052 0.007
C 2.890 2.461 1.850 -0.147 -0.053 -0.037
C 2.264 1.583 0.987 0.242 0.108 0.064
N 0.991 1.212 1.170 0.197 -1.171 -1.055
C 0.273 -1.957 2.098 -0.042 -0.033 0.162
C 0.788 -2.982 2.876 0.045 -0.033 -0.035
C 1.860 -3.722 2.408 -0.047 0.091 -0.049
C 2.397 -3.411 1.162 -0.056 0.017 0.038
C 1.831 -2.387 0.438 0.183 -0.124 -0.155
N 0.786 -1.677 0.897 -0.208 0.813 -0.950
H -0.588 -0.697 3.561 -0.043 0.079 -0.039
H -1.695 -1.831 2.826 -0.071 0.093 0.015
H -3.192 -1.147 1.731 0.086 0.027 0.124
H -3.359 0.582 1.550 0.060 0.007 0.100
H -5.029 -0.556 -0.189 0.001 0.002 -0.002
H -5.205 -0.925 -2.645 -0.001 -0.006 0.010
H -3.105 -1.075 -3.993 0.033 -0.025 0.004
H -0.936 -0.826 -2.843 -0.007 0.021 0.052
H -1.689 1.983 1.609 -0.120 -0.077 0.061
H -1.560 1.338 3.250 -0.069 -0.045 -0.033
H 0.272 2.917 3.955 0.003 -0.007 0.007
H 2.634 3.642 3.625 -0.013 -0.013 0.016
H 3.915 2.753 1.669 0.009 0.004 0.022
H 2.783 1.174 0.130 -0.043 -0.022 0.010
H 0.349 -3.191 3.844 -0.010 0.002 -0.011
H 2.273 -4.525 3.003 0.007 0.002 0.006
H 3.240 -3.955 0.761 -0.016 -0.001 -0.031
H 2.221 -2.129 -0.538 -0.061 0.040 0.073
O 1.757 2.069 -5.527 -0.030 0.266 -0.147
C 1.516 1.550 -4.354 -0.102 -0.211 0.414
C 2.040 0.334 -3.877 0.034 0.065 -0.087
C 1.671 -0.106 -2.633 0.163 0.002 -0.042
N 0.832 0.574 -1.826 0.101 -0.823 0.821
C 0.348 1.736 -2.288 -0.120 0.077 0.221
Br -0.846 2.629 -1.118 0.115 -0.156 -0.089
C 0.648 2.269 -3.506 0.093 0.043 -0.278
H 2.368 1.572 -6.090 0.048 -0.119 0.048
H 2.731 -0.251 -4.470 -0.026 -0.020 -0.010
H 2.065 -1.039 -2.253 -0.049 0.041 -0.057
H 0.239 3.213 -3.839 -0.034 -0.002 0.041
```
Positions in Å, forces in eV/Å.

[3]
C23H22ClN2OPPdS4 | ωB97M-V/def2-TZVPD

## Properties
HOMO level (eV): -14.44
LUMO level (eV): -8.35
Molar mass (g mol⁻¹): 643.557
ΔE to the lowest compared entry with this formula, charge and spin (kcal/mol): 8.58
Orbital gap (Ha): 0.2239
Net charge: +2

```
55
Properties=species:S:1:pos:R:3:forces:R:3
Pd 0.036 -0.517 1.616 -0.539 0.298 -0.413
O 0.688 4.586 6.236 0.131 0.097 -0.133
C 0.697 3.712 5.448 -0.264 -0.190 0.301
S -0.583 3.563 4.166 0.108 0.111 0.023
C -0.006 2.108 3.487 -0.111 0.063 -0.049
C 1.185 1.483 4.129 0.136 0.010 0.106
S 1.846 0.093 3.630 0.074 -0.158 -0.073
S 1.845 2.338 5.469 0.054 0.157 -0.014
S -0.791 1.513 2.174 -0.192 0.027 0.056
N -1.233 -1.562 3.168 0.378 -0.206 -0.064
C -1.361 -2.944 2.635 0.050 0.047 -0.067
C -0.002 -3.419 2.159 -0.038 0.077 -0.002
N 0.517 -2.498 1.107 -0.084 -0.062 0.176
H -0.772 -1.575 4.074 -0.050 -0.049 0.033
H -2.145 -1.144 3.313 -0.011 0.007 -0.045
H -2.051 -2.909 1.790 -0.031 0.005 0.028
H -1.768 -3.631 3.377 0.019 -0.010 0.004
H -0.060 -4.439 1.777 -0.018 -0.006 0.022
H 0.709 -3.415 2.988 0.014 0.007 -0.007
H 0.111 -2.720 0.199 -0.081 -0.054 0.017
H 1.522 -2.623 1.000 -0.086 0.056 -0.029
Cl 3.116 -0.794 0.479 0.173 0.087 -0.093
C 2.921 0.175 -0.960 0.144 -0.017 -0.005
C 4.083 0.491 -1.644 0.091 0.000 -0.018
C 4.018 1.244 -2.807 -0.051 -0.034 0.048
C 2.789 1.678 -3.282 -0.011 -0.033 0.058
C 1.635 1.364 -2.586 0.042 -0.022 0.004
C 1.676 0.605 -1.408 -0.176 0.111 0.019
P 0.087 0.210 -0.625 0.288 -0.462 0.295
C -0.974 1.614 -1.017 0.040 -0.018 -0.097
C -2.088 1.497 -1.847 0.012 0.044 0.079
C -2.817 2.631 -2.183 -0.002 -0.011 0.017
C -2.436 3.875 -1.704 -0.004 -0.011 -0.001
C -1.315 3.997 -0.891 -0.007 0.022 0.011
C -0.586 2.873 -0.548 0.061 0.039 -0.074
C -0.549 -1.252 -1.483 -0.016 0.100 -0.080
C -1.836 -1.713 -1.183 0.016 -0.014 0.036
C -2.307 -2.881 -1.757 0.000 -0.005 -0.012
C -1.492 -3.609 -2.621 0.009 0.015 0.001
C -0.214 -3.161 -2.914 -0.007 0.005 -0.009
C 0.260 -1.981 -2.350 0.001 0.005 -0.033
H 5.032 0.142 -1.263 0.010 0.005 -0.006
H 4.928 1.486 -3.338 -0.001 -0.001 0.009
H 2.726 2.262 -4.190 -0.002 -0.004 0.000
H 0.685 1.711 -2.966 -0.073 0.015 0.011
H -2.380 0.540 -2.252 -0.001 -0.019 -0.021
H -3.677 2.539 -2.833 -0.001 0.000 0.002
H -3.005 4.754 -1.974 0.003 0.001 0.000
H -1.004 4.971 -0.538 0.001 0.001 -0.001
H 0.315 2.981 0.048 0.000 0.007 -0.036
H -2.472 -1.150 -0.507 0.003 -0.016 0.016
H -3.311 -3.223 -1.542 0.003 -0.002 0.002
H -1.861 -4.522 -3.069 0.000 0.000 0.002
H 0.417 -3.721 -3.591 -0.001 -0.003 0.001
H 1.255 -1.631 -2.596 -0.006 -0.013 0.000
```
Positions in Å, forces in eV/Å.

[4]
C23H22ClO4PdS2 | ωB97M-V/def2-TZVPD

## Properties
HOMO level (eV): -11.20
LUMO level (eV): -4.30
Molar mass (g mol⁻¹): 568.432
ΔE to the lowest compared entry with this formula, charge and spin (kcal/mol): 16.10
Orbital gap (Ha): 0.2534
Net charge: +1

```
53
Properties=species:S:1:pos:R:3:forces:R:3
Pd -0.071 -0.134 0.191 0.098 -0.231 -0.388
O -0.295 1.417 1.532 0.048 -0.168 0.309
S 0.624 2.256 2.421 -0.154 -0.063 -0.092
C 1.863 2.941 1.277 -0.037 0.157 0.009
C 3.313 3.022 1.746 0.046 -0.154 -0.074
C 4.114 1.757 1.407 -0.013 0.071 0.021
C 4.381 1.593 -0.098 -0.090 0.121 0.124
S 3.479 0.227 -0.849 -0.102 -0.055 -0.207
O 2.071 0.355 -0.323 -0.026 0.245 0.039
C 4.205 -1.113 0.067 -0.048 -0.201 -0.040
C 5.573 -1.351 0.006 0.054 -0.010 0.015
C 6.089 -2.468 0.646 -0.016 0.022 -0.002
C 5.241 -3.344 1.316 -0.018 -0.014 0.012
C 3.874 -3.104 1.349 0.030 -0.022 -0.011
C 3.348 -1.983 0.719 0.178 -0.090 0.062
C 1.571 1.167 3.450 -0.072 -0.108 -0.005
C 2.161 1.730 4.574 0.022 0.068 0.066
C 2.913 0.925 5.416 0.020 -0.038 -0.014
C 3.044 -0.432 5.145 0.006 -0.007 -0.009
C 2.412 -0.989 4.040 -0.021 0.014 0.049
C 1.666 -0.190 3.187 0.138 0.001 0.233
H 1.455 3.921 1.026 0.010 0.005 0.036
H 1.760 2.289 0.416 0.043 0.019 -0.168
H 3.375 3.208 2.818 -0.018 0.025 0.004
H 3.776 3.890 1.270 -0.016 -0.036 -0.009
H 3.583 0.878 1.782 0.089 0.064 -0.003
H 5.067 1.786 1.935 0.020 0.011 -0.017
H 5.434 1.413 -0.326 -0.085 0.028 -0.020
H 4.063 2.458 -0.686 0.067 0.049 0.066
H 6.237 -0.683 -0.535 -0.059 -0.081 0.034
H 7.154 -2.660 0.613 -0.038 0.001 0.002
H 5.648 -4.222 1.802 -0.017 0.051 -0.025
H 3.213 -3.798 1.855 0.034 0.028 -0.026
H 2.288 -1.783 0.728 -0.039 -0.007 -0.038
H 2.029 2.785 4.800 -0.010 -0.099 -0.019
H 3.380 1.354 6.292 0.006 -0.006 -0.003
H 3.628 -1.060 5.807 -0.040 0.033 -0.022
H 2.494 -2.052 3.845 0.019 0.069 0.022
H 1.164 -0.624 2.340 -0.080 -0.008 -0.106
Cl 1.339 -6.975 -1.385 -0.039 0.129 -0.018
C 0.891 -5.301 -1.325 0.103 -0.129 -0.242
C 0.982 -4.509 -2.480 0.022 0.015 -0.121
C 0.654 -3.175 -2.456 0.063 -0.113 -0.309
C 0.215 -2.563 -1.276 -0.275 0.563 -0.056
O -0.097 -1.281 -1.331 0.319 -0.533 0.042
C 0.093 -3.371 -0.129 0.196 -0.117 0.179
C -0.446 -2.872 1.087 -0.266 -0.284 0.102
O -0.874 -1.735 1.319 0.167 0.685 0.317
C 0.443 -4.741 -0.171 -0.078 0.062 0.365
H 1.314 -4.966 -3.403 0.022 0.025 0.022
H 0.720 -2.564 -3.348 0.018 -0.067 0.016
H -0.515 -3.594 1.913 -0.194 -0.013 -0.042
H 0.334 -5.350 0.721 0.015 0.093 -0.056
```
Positions in Å, forces in eV/Å.